C49H39N13W as an isolated structure at a distorted geometry, computed with ωB97M-V/def2-TZVPD.

```
102
Properties=species:S:1:pos:R:3:lowdin_charge:R:1
W 0.653 -0.447 -0.290 1.725
C 5.283 -4.179 3.664 -0.038
C 4.381 -3.275 2.941 -0.251
C 3.913 -2.107 3.571 0.013
C 3.064 -1.231 2.882 -0.012
C 2.751 -1.417 1.556 -0.234
N 2.154 -0.292 0.851 -0.156
C 2.811 0.955 0.935 -0.250
C 4.197 1.002 0.781 -0.023
C 4.947 2.067 1.286 0.004
C 4.287 3.133 1.922 -0.261
C 5.057 4.175 2.658 -0.041
C 2.909 3.176 2.023 0.038
C 2.173 2.173 1.334 -0.115
N 0.931 2.435 0.793 -0.028
C 0.388 3.691 0.709 0.014
C -0.686 3.648 -0.164 0.018
C -0.804 2.285 -0.590 -0.097
N 0.150 1.564 0.022 -0.118
C 3.178 -2.588 0.918 -0.108
C 3.999 -3.508 1.603 0.057
N 2.698 -2.866 -0.391 -0.030
C 2.953 -4.007 -1.105 0.013
C 2.333 -3.853 -2.326 -0.003
C 1.653 -2.603 -2.311 -0.061
N 1.828 -2.019 -1.088 -0.096
H 5.789 -3.632 4.439 0.084
H 5.977 -4.661 2.959 0.099
H 4.755 -5.008 4.156 0.105
H 4.160 -1.902 4.594 0.120
H 2.696 -0.359 3.386 0.124
H 4.738 0.174 0.338 0.128
H 6.036 2.065 1.216 0.128
H 6.100 3.895 2.773 0.081
H 4.636 4.251 3.677 0.099
H 5.078 5.188 2.220 0.101
H 2.314 4.003 2.451 0.132
H 0.836 4.476 1.275 0.121
H -1.377 4.417 -0.453 0.109
H -1.546 1.852 -1.241 0.098
H 4.331 -4.423 1.086 0.120
H 3.483 -4.825 -0.622 0.134
H 2.323 -4.516 -3.147 0.103
H 1.246 -2.095 -3.169 0.116
C 3.640 1.637 -3.139 -0.041
C 3.020 2.169 -4.269 -0.025
C 1.665 1.973 -4.318 0.013
C 0.968 1.174 -3.370 -0.318
N 1.612 0.691 -2.275 0.032
C 2.949 0.856 -2.221 -0.130
N -0.261 0.768 -3.786 0.171
C -1.072 -0.099 -3.230 -0.278
N -0.973 -0.740 -2.008 0.027
C -2.084 -1.497 -1.829 -0.299
N -2.397 -2.250 -0.807 0.177
C -1.713 -2.502 0.322 -0.288
C -2.146 -3.553 1.148 -0.002
C -1.586 -3.784 2.364 -0.021
C -0.574 -2.905 2.851 -0.042
C -0.177 -1.882 2.075 -0.184
N -0.582 -1.798 0.761 -0.055
C -2.938 -1.431 -3.001 -0.096
C -4.245 -1.895 -3.276 0.014
C -4.816 -1.661 -4.529 -0.064
C -4.229 -0.759 -5.375 -0.052
C -2.978 -0.207 -5.070 0.008
C -2.325 -0.521 -3.889 -0.095
H 4.731 1.767 -3.058 0.123
H 3.569 2.695 -5.035 0.125
H 1.055 2.318 -5.142 0.122
H 3.467 0.289 -1.459 0.079
H -2.956 -4.116 0.674 0.133
H -1.918 -4.626 3.004 0.134
H -0.164 -3.056 3.881 0.136
H 0.404 -1.052 2.467 0.078
H -4.694 -2.565 -2.520 0.126
H -5.733 -2.189 -4.765 0.118
H -4.737 -0.460 -6.309 0.129
H -2.480 0.472 -5.760 0.123
C -2.221 1.400 4.320 -0.051
C -1.223 1.015 3.412 -0.154
N -1.498 0.798 2.148 0.026
C -2.751 0.939 1.673 -0.061
C -3.837 1.254 2.532 -0.165
C -3.504 1.543 3.894 -0.010
C -5.249 1.304 2.171 -0.014
C -5.861 1.077 0.950 -0.012
C -5.450 1.467 -0.398 -0.276
C -6.351 1.072 -1.409 -0.015
C -6.249 1.716 -2.617 -0.096
N -5.254 2.626 -2.867 0.096
C -4.395 2.779 -1.869 -0.240
N -4.426 2.302 -0.637 0.129
H -1.956 1.559 5.366 0.116
H -0.186 0.924 3.737 0.103
H -2.888 0.833 0.589 0.090
H -4.319 1.781 4.581 0.126
H -5.948 1.575 2.980 0.122
H -6.841 0.615 0.944 0.107
H -7.115 0.312 -1.259 0.120
H -6.974 1.554 -3.416 0.117
H -3.581 3.482 -2.052 0.104
```

Summary:
Electronic energy in a.u.: -2669.037462
Multiplicity: 3
HOMO level (alpha / beta) in eV: -12.26 / -12.26
Total charge: +2
Relative energy (zero: lowest compared OMol25 entry of this formula, charge and spin) in eV: 0.5818